{"formula": "C21H28N4O3S", "method": "ωB97M-V/def2-TZVPD", "homo_energy_ha": -0.302, "orbital_gap_ev": 8.8414, "e_above_lowest_kj_mol": 329.28, "fmax_ha_per_bohr": 0.0221, "lumo_energy_ev": 0.613, "species": ["C", "N", "C", "S", "O", "O", "N", "C", "C", "O", "N", "C", "C", "N", "C", "C", "C", "C", "C", "C", "C", "C", "C", "C", "C", "C", "C", "C", "C", "H", "H", "H", "H", "H", "H", "H", "H", "H", "H", "H", "H", "H", "H", "H", "H", "H", "H", "H", "H", "H", "H", "H", "H", "H", "H", "H", "H"], "positions_angstrom": [[-4.63, -0.80, 1.41], [-4.06, -1.81, 0.55], [-3.23, -2.79, 1.19], [-3.62, -1.27, -0.95], [-4.81, -0.82, -1.59], [-2.87, -2.31, -1.59], [-2.56, 0.04, -0.83], [-1.16, -0.31, -0.85], [-0.60, -0.56, 0.55], [-1.31, -0.49, 1.54], [0.70, -0.89, 0.63], [1.66, -0.97, -0.45], [2.73, 0.12, -0.26], [3.38, -0.08, 1.02], [4.52, 0.81, 1.19], [5.62, 0.47, 0.22], [6.27, 1.45, -0.50], [7.29, 1.12, -1.38], [7.66, -0.21, -1.54], [7.01, -1.20, -0.82], [6.00, -0.86, 0.06], [2.41, 0.03, 2.09], [1.34, -1.04, 1.92], [-2.93, 1.34, -0.45], [-4.21, 1.82, -0.72], [-4.57, 3.11, -0.37], [-3.67, 3.95, 0.25], [-2.39, 3.49, 0.51], [-2.02, 2.20, 0.16], [-3.85, -0.20, 1.89], [-5.23, -1.30, 2.18], [-5.27, -0.16, 0.81], [-2.74, -3.37, 0.41], [-2.48, -2.32, 1.84], [-3.86, -3.45, 1.79], [-1.10, -1.24, -1.43], [-0.60, 0.48, -1.37], [1.18, -0.86, -1.42], [2.15, -1.95, -0.41], [3.48, 0.04, -1.05], [2.25, 1.11, -0.33], [4.23, 1.87, 1.08], [4.89, 0.67, 2.21], [5.98, 2.49, -0.38], [7.79, 1.89, -1.94], [8.45, -0.47, -2.23], [7.29, -2.23, -0.95], [5.48, -1.62, 0.62], [2.92, -0.12, 3.05], [1.93, 1.03, 2.11], [0.57, -0.95, 2.69], [1.80, -2.03, 1.98], [-4.92, 1.19, -1.23], [-5.57, 3.45, -0.59], [-3.95, 4.96, 0.53], [-1.67, 4.13, 0.99], [-1.02, 1.88, 0.40]], "nbo_charge": [-0.4295, -0.6656, -0.4287, 2.4663, -0.9366, -0.9530, -0.6932, -0.3433, 0.6825, -0.6565, -0.4373, -0.2182, -0.2375, -0.4414, -0.2538, 0.0560, -0.2334, -0.2081, -0.2163, -0.2030, -0.2411, -0.2237, -0.2312, 0.2442, -0.2732, -0.1931, -0.2411, -0.1835, -0.2828, 0.2117, 0.2067, 0.2248, 0.2327, 0.2130, 0.1991, 0.2766, 0.2271, 0.2180, 0.2054, 0.2219, 0.1643, 0.1714, 0.2108, 0.2078, 0.2135, 0.2139, 0.2134, 0.2230, 0.2087, 0.1674, 0.2493, 0.1979, 0.2530, 0.2135, 0.2124, 0.2104, 0.2083]}